*P*
21
Properties=species:S:1:pos:R:3 method="wB97M-V/def2-TZVPD" e_lumo_ev=-0.45 smiles="C[N+](=O)[O-].C[N+](=O)[O-].C[N+](=O)[O-]" multiplicity=1 total_charge=0
C -1.2097 -0.5320 -1.1001
N -1.3955 -1.3233 0.1304
O -1.2483 -2.6072 0.0539
O -1.7464 -0.6531 1.1229
H -0.4944 0.2519 -0.8511
H -2.1939 -0.1550 -1.3783
H -0.9011 -1.2058 -1.8994
C 0.0328 2.0546 -1.7396
N 0.9138 2.2404 -0.5792
O 2.0842 1.9345 -0.6334
O 0.3813 2.7798 0.4250
H 0.1585 1.1153 -2.2782
H 0.1610 2.9200 -2.3897
H -1.0098 2.0426 -1.4221
C 0.9216 -1.2796 2.4474
N 0.9260 -1.2025 0.9737
O 1.0735 -2.2175 0.3361
O 0.6505 -0.1009 0.5359
H 0.0457 -0.7635 2.8406
H 1.9145 -0.9488 2.7518
H 0.9358 -2.3499 2.6533

---

*Q*
21
Properties=species:S:1:pos:R:3 method="wB97M-V/def2-TZVPD" e_lumo_ev=0.03 smiles="C[N+](=O)[O-].C[N+](=O)[O-].C[N+](=O)[O-]" multiplicity=1 total_charge=0
C 4.5634 -2.0883 1.5703
N 3.0915 -2.0045 1.4060
O 2.4551 -3.0232 1.4280
O 2.6250 -0.9005 1.2532
H 4.8445 -1.3193 2.2794
H 5.0118 -1.9112 0.5956
H 4.8184 -3.0944 1.8826
C -3.4256 1.1526 -2.6909
N -4.1351 -0.0592 -3.1536
O -4.9890 -0.5242 -2.4233
O -3.8278 -0.5318 -4.2269
H -4.0790 2.0029 -2.8584
H -2.5628 1.2287 -3.3490
H -3.1309 1.0432 -1.6539
C 0.2152 1.3967 1.9396
N -0.6993 1.4319 0.7590
O -1.3962 0.4758 0.5206
O -0.6601 2.4585 0.1080
H -0.0074 2.2983 2.5055
H 1.2346 1.4635 1.5765
H 0.0536 0.5045 2.5316

---

Compare the structures above. Which one is the least stable? *P* is.